No. 1
The following is a quantum chemistry calculation of C28H35N5OP2Sr as an isolated structure, from the OMol25 dataset.

Results
**Orbital gap**: 5.988 eV
**DFT total energy**: -2150.27017 Ha
**E_LUMO**: -1.16 eV

Last column: Mulliken charge in e.
Element x y z (Å)
Sr -1.42002 6.16912 -0.45263  1.608
P 1.46872 -1.63151 -2.02694  -0.015
P 2.56151 -0.91799 0.89192  -0.210
O -5.37921 7.49470 1.62942  -0.601
N 3.89826 -0.76660 2.04845  0.325
N 2.51246 -2.00064 -3.44999  0.314
N 0.08919 -2.52917 -2.67941  0.350
N 1.44077 -1.66015 2.04499  0.394
N -3.15603 6.83536 0.93710  -0.908
C -1.30460 -4.15243 -3.44840  -0.639
C -1.58038 2.01944 0.16714  0.243
C -3.46932 3.05799 2.89008  -0.702
C -2.20424 2.79083 2.55659  -0.529
C -4.11321 2.13702 -0.04738  -0.385
C 2.11379 -3.02242 -0.93156  -0.664
C 3.12007 -2.51533 0.10669  -1.074
C 1.44369 -2.90788 2.66751  -0.080
C -4.27965 7.16447 1.28203  0.496
C 4.90614 0.19702 1.86336  -0.435
C -2.09300 -3.01188 -3.07785  -0.609
C -4.56360 1.42957 1.22098  -0.889
C -1.22473 -2.03944 -2.60885  -0.414
C 3.08467 -0.98981 -4.23325  -0.465
C 5.93407 -0.04274 2.76105  -0.546
C 0.20404 -1.07064 2.31279  -0.249
C 0.02110 -3.83679 -3.17163  -0.108
C 3.89318 -2.98011 -4.97104  -0.769
C 3.93313 -1.56195 -5.17106  -0.590
C 4.33979 -1.64046 3.05108  -0.091
C -2.87432 2.38641 -0.48291  -0.451
C -0.54153 -1.90615 3.12522  -0.343
C -4.70797 2.30750 2.46446  -0.586
C -3.35435 6.24277 -1.96673  -1.437
C 0.24733 -3.07995 3.35696  -1.190
C 3.03442 -3.21226 -3.90740  -0.046
C -1.66938 1.70666 1.68007  -0.350
C 5.57695 -1.21043 3.52043  -0.609
H -3.66409 3.85176 3.61707  0.378
H 2.57618 -3.81900 -1.53176  0.451
H 0.89502 -4.44931 -3.28635  0.202
H -5.58809 1.08193 0.99889  0.360
H -0.01156 -0.11236 1.87157  -0.143
H -1.53541 -1.70567 3.50376  0.476
H -5.11660 1.65877 3.26197  0.355
H -4.94655 2.55791 -0.61930  0.340
H 6.84077 0.53507 2.86864  0.404
H -1.65297 -5.08405 -3.86173  0.437
H -0.62176 1.59355 1.99157  0.706
H -1.41472 3.44079 2.95137  0.395
H -1.10978 1.13621 -0.31729  -0.139
H -3.16803 -2.93163 -3.14679  0.417
H -2.17677 0.73979 1.79598  0.103
H 2.83988 0.04158 -4.02735  0.390
H -2.74980 2.93355 -1.43113  0.582
H -3.62903 5.16653 -1.97673  0.228
H 6.15037 -1.67682 4.30602  0.439
H -5.45311 3.08918 2.30001  0.378
H 3.75110 -2.47977 3.36587  0.256
H -0.02837 -3.93944 3.94132  0.455
H -1.39436 -1.04574 -2.22266  0.367
H -3.94719 0.54378 1.44247  0.391
H -3.10028 6.56797 -2.99978  0.362
H 3.31340 -3.30020 0.85159  0.439
H -4.21797 6.81434 -1.61412  0.273
H 4.52765 -1.03456 -5.90683  0.394
H 1.23818 -3.46275 -0.42821  0.471
H 4.77712 0.95453 1.10723  0.356
H 4.43218 -3.73919 -5.52620  0.429
H 2.27811 -3.58402 2.57089  0.433
H -0.86540 2.84055 -0.00066  0.065
H 2.79753 -4.15641 -3.43703  0.279
H 4.08659 -2.27896 -0.36358  0.522

***

No. 2
The following is a quantum chemistry calculation of a 7-piece molecular cluster, C37H63BrF14INO14S8 overall, from the OMol25 dataset.

Results
**Orbital gap**: 9.164 eV
**DFT total energy**: -10011.01198 Ha
**E_LUMO**: 0.13 eV
**SMILES**: N[C@H](CC(=O)I)[C@](S)(CCCCC(F)(F)C(F)(F)S(F)(F)(F)(F)F)O[C@@H](Br)C(F)(F)C(F)(F)F.O=S1(=O)CCCC1.O=S1(=O)CCCC1.O=S1(=O)CCCC1.O=S1(=O)CCCC1.O=S1(=O)CCCC1.O=S1(=O)CCCC1

Last column: Mulliken charge in e.
Element x y z (Å)
I -1.34153 -2.33375 2.51066  -0.025
Br 3.26784 -2.92336 3.78428  0.009
S 1.79097 2.80601 -2.45712  1.171
S -8.89767 1.91802 2.05506  1.002
S 8.53293 -5.88491 4.79890  1.400
S 5.86575 -0.26560 -4.81462  1.263
S -4.32012 0.08625 3.56464  1.124
S -10.44845 7.07917 -2.65167  1.162
S 3.39405 0.28602 -0.22142  -0.371
S 3.35976 -5.08888 -2.04322  1.416
F 8.93972 -4.36244 4.64663  -0.293
F 3.83738 1.93189 5.50140  -0.271
F 4.46594 1.77044 3.44191  -0.220
F 8.26926 -3.81753 2.18097  -0.353
F 6.61497 -3.74796 3.63694  -0.265
F 6.49333 -6.61464 3.32665  -0.276
F 8.35927 -6.44652 2.20492  -0.282
F 8.17713 -7.42732 4.98151  -0.315
F 9.26513 -5.91580 6.20086  -0.293
F 7.19041 -5.47571 5.53672  -0.277
F 2.35182 1.63097 3.94817  -0.266
F 3.18346 -0.54005 5.74452  -0.314
F 5.04770 -0.50974 4.57375  -0.244
F 9.89806 -6.30275 4.10065  -0.310
O 3.55886 -0.54164 2.25327  -0.371
O -9.92963 8.39702 -2.38791  -0.673
O 4.61080 -4.37680 -2.17234  -0.741
O -1.58943 -0.24835 0.47227  -0.527
O -9.29028 2.88895 1.06181  -0.633
O -3.33867 -0.57361 4.38797  -0.636
O 6.70882 -0.45639 -3.66520  -0.688
O -8.10199 2.32431 3.18795  -0.616
O 2.51574 1.91809 -3.33053  -0.586
O 0.94990 2.28771 -1.40748  -0.680
O 4.69503 -1.08423 -5.01527  -0.684
O -4.91386 -0.58272 2.43126  -0.680
O 2.95022 -5.59541 -0.75520  -0.731
O -10.53068 6.58144 -4.00206  -0.656
N 1.32949 -2.02025 -0.34872  0.039
C 5.45588 -2.19745 0.96622  -0.190
C 4.00727 -2.20583 0.47218  -2.208
C 6.13716 -3.48767 0.47579  -0.387
C 3.71878 -0.22926 4.54242  0.775
C -5.61382 0.72791 4.61521  -0.245
C 1.58488 -4.88823 -4.01330  -0.758
C 7.59703 -5.85766 3.14353  0.390
C 1.45770 5.35429 -3.17356  -0.607
C -9.03624 -0.68178 1.48701  -0.629
C -5.14006 2.12513 4.99545  -0.697
C 2.92915 5.14407 -2.78803  -0.608
C 0.67586 -0.28653 1.27234  0.419
C -4.56942 2.73597 3.70883  -0.565
C -10.35346 1.04113 2.61467  -0.734
C 6.12672 -4.63123 1.48125  -1.149
C 3.11923 -1.06404 0.99140  1.813
C 1.62728 -1.45630 0.97548  -1.554
C 3.02168 -1.01663 3.42677  -0.178
C -10.61801 5.35755 -0.61631  -0.209
C 2.93781 4.00173 -1.77721  -0.657
C 1.88965 -6.37695 -3.78468  -0.591
C 0.85706 3.97182 -3.46000  -0.760
C 6.88836 -0.31840 -6.29617  -0.731
C -12.00524 5.49387 -1.26113  -0.661
C -8.11693 0.51967 1.23507  -0.234
C 2.02317 -4.13045 -2.75655  -0.368
C -0.76308 -0.73183 1.19142  -0.047
C 5.43282 1.46726 -4.93383  -0.349
C 3.60175 1.30883 4.33968  0.620
C -12.05124 6.88987 -1.87440  -0.732
C 6.81125 1.08115 -6.91695  -0.620
C -10.46410 -0.14142 1.65696  -0.571
C -3.66474 1.68189 3.05507  -0.613
C 3.30867 -6.43076 -3.22758  -0.865
C 7.14679 -4.46647 2.60630  1.242
C -9.59234 5.86553 -1.63674  -0.721
C 6.55415 2.07201 -5.77338  -0.682
H 0.52875 -4.72002 -4.21806  0.367
H 4.04922 -6.21230 -3.99642  0.346
H -5.39287 2.98271 3.03675  0.206
H 5.51793 -2.09799 2.04784  0.145
H 6.50228 -1.09384 -6.95240  0.344
H 1.80256 -6.95708 -4.70241  0.374
H -8.04486 0.76632 0.17779  0.392
H -11.20459 1.71736 2.59132  0.422
H -11.14203 -0.90039 2.04325  0.362
H 5.94195 -1.33139 0.51292  0.269
H -2.63824 1.73793 3.41220  0.307
H -8.73826 6.34991 -1.17148  0.366
H 3.52807 -3.15619 0.72142  0.111
H 0.98460 3.67670 -4.49948  0.346
H 3.55636 -7.36054 -2.72102  0.425
H -4.01878 3.65437 3.90636  0.354
H 2.39212 -3.13417 -2.97707  0.380
H -12.82454 7.02255 -2.62708  0.411
H 3.90831 3.52645 -1.64969  0.398
H 2.89043 1.30562 0.48606  0.174
H 7.89804 -0.57092 -5.97943  0.356
H 6.28119 3.05800 -6.14660  0.343
H 1.35571 6.00919 -4.03705  0.341
H -8.96981 -1.39763 0.67031  0.363
H 0.94393 -1.31420 -0.96377  0.263
H -4.36127 2.05689 5.75852  0.350
H -5.75465 0.06010 5.46194  0.450
H -10.57395 5.96920 0.28680  0.302
H -10.40065 4.33561 -0.32551  0.079
H -12.12627 4.74276 -2.04479  0.321
H 0.76739 0.51528 0.54043  0.117
H 7.72531 1.31719 -7.45938  0.346
H 2.54480 4.31770 -0.81139  0.393
H 0.92714 5.82240 -2.34273  0.298
H 7.13360 -3.28940 0.08426  0.627
H 6.27512 -5.58195 0.97315  0.645
H -12.80489 5.35325 -0.53528  0.357
H 4.04280 -2.13487 -0.61409  0.616
H 5.54104 -3.82966 -0.36951  -0.286
H -5.95602 2.72410 5.39557  0.385
H 1.19013 -6.79276 -3.05631  0.280
H 5.15051 -4.66294 1.97025  0.137
H -7.11927 0.38140 1.64957  -0.037
H 7.45602 2.17919 -5.16705  0.338
H 3.50831 4.86285 -3.67049  0.231
H 1.42175 -2.25351 1.68963  0.882
H 5.98582 1.12499 -7.62994  0.280
H 0.79608 0.13502 2.27305  0.058
H -12.13458 7.66146 -1.10985  0.350
H 3.37246 6.04609 -2.37002  0.382
H -3.68058 1.72635 1.96899  0.411
H 1.95149 -0.84682 3.52198  0.179
H -6.51770 0.77479 4.01012  -0.172
H -9.25098 5.07307 -2.29955  0.371
H 5.35072 1.87877 -3.93148  0.161
H 1.23659 -4.07689 -2.00640  0.082
H 4.46992 1.53010 -5.43915  0.319
H -10.85177 0.19665 0.69370  0.288
H -0.19075 3.89900 -3.18173  0.340
H -10.16255 0.71347 3.63608  0.334
H -8.72758 -1.19642 2.39860  0.249
H 2.14838 -4.52304 -4.87380  0.305
H 0.66776 -2.78059 -0.26255  0.425

***

No. 3
The following is a quantum chemistry calculation of a 2-piece molecular cluster, C5H15N3O overall, from the OMol25 dataset.

Results
**Orbital gap**: 7.760 eV
**Energy above the lowest of the compared OMol25 structures with the same formula, charge and spin**: 111.7 kJ/mol
**DFT total energy**: -438.99242 Ha
**E_LUMO**: 0.82 eV
**SMILES**: CC(N)=C(N)N.CCO

Last column: natural (NBO) charge in e.
Element x y z (Å)
O 1.26531 2.20435 -0.05866  -0.769
N -2.47289 -0.20539 0.98687  -0.833
N -1.46767 1.43462 -0.42246  -0.873
N 0.05976 -0.54070 -1.70441  -0.837
C -0.85822 -0.90004 -0.69568  0.053
C 1.54304 1.17254 0.86868  -0.075
C -1.00026 -2.36272 -0.38471  -0.648
C 2.80872 0.42459 0.46866  -0.625
C -1.48246 0.07073 0.01070  0.247
H -1.45375 1.50510 -1.44186  0.391
H 0.57955 0.30695 -1.46410  0.384
H 3.06302 -0.31388 1.22272  0.205
H 2.67484 -0.07641 -0.48585  0.195
H -2.28498 1.92784 -0.08031  0.381
H -2.03976 -2.62312 -0.19637  0.219
H 3.63636 1.12280 0.36200  0.213
H 0.70094 -1.29109 -1.92397  0.371
H -2.51607 0.53445 1.68407  0.366
H -2.32909 -1.09563 1.43359  0.377
H -0.40777 -2.64536 0.49034  0.213
H 0.62323 0.49040 0.94227  0.172
H -0.64628 -2.95190 -1.22901  0.219
H 1.69637 1.62169 1.86206  0.155
H 0.30809 2.19018 -0.24458  0.496

***

No. 4
The following is a quantum chemistry calculation of a 3-piece molecular cluster, C3H13NO3 overall, from the OMol25 dataset.

Results
**Orbital gap**: 9.069 eV
**Energy above the lowest of the compared OMol25 structures with the same formula, charge and spin**: 271.0 kJ/mol
**DFT total energy**: -402.47723 Ha
**E_LUMO**: 0.49 eV
**SMILES**: CNCCO.O.O

Last column: natural (NBO) charge in e.
Element x y z (Å)
O -0.46289 -0.37708 4.11876  -0.937
O -2.01070 1.08532 1.44943  -0.990
O -0.18091 1.82719 -0.30088  -0.882
N 1.14084 -1.23861 -1.65270  -0.651
C 0.84742 0.86854 -0.59772  -0.004
C 0.29697 -0.06582 -1.64646  -0.231
C 0.86820 -2.53141 -2.20800  -0.411
H 1.31022 -3.27593 -1.55691  0.215
H -1.17439 1.30256 0.97084  0.486
H -0.20093 0.53642 4.29815  0.460
H 2.12308 -1.02921 -1.57448  0.355
H -2.59868 1.84525 1.44665  0.466
H -0.21226 -2.69750 -2.07206  0.188
H -0.70063 -0.27052 3.18466  0.476
H -0.88321 2.42626 -0.31774  0.549
H -0.68020 -0.44506 -1.33516  0.200
H 0.14230 0.51151 -2.57002  0.165
H 0.91801 -2.54169 -3.29807  0.177
H 1.05583 0.40869 0.36609  0.189
H 1.73618 1.43418 -0.86854  0.180

***

No. 5
The following is a quantum chemistry calculation of an isolated ion of composition C13H16N and charge +1, from the OMol25 dataset.

Results
**Orbital gap**: 8.485 eV
**Energy above the lowest of the compared OMol25 structures with the same formula, charge and spin**: 336.0 kJ/mol
**DFT total energy**: -559.31861 Ha
**Net charge**: +1
**E_LUMO**: -4.10 eV
**SMILES**: C[N+]1=C2CCc3ccccc3C[C@]21C

Last column: natural (NBO) charge in e.
Element x y z (Å)
N -1.34253 0.13665 -0.88835  -0.262
C 1.00109 0.56335 0.63377  -0.067
C -1.07421 0.64346 -2.09347  -0.444
C -1.47445 -0.96367 -0.36973  0.500
C 2.81517 1.11726 -0.89696  -0.182
C 3.12289 -0.23236 -0.98649  -0.208
C -0.17022 1.12775 1.37842  -0.428
C 0.19200 -1.78830 1.07956  -0.412
C 2.31059 -1.19391 -0.36130  -0.182
C 1.15323 -0.82844 0.46217  -0.048
C -0.91254 -2.25201 0.12369  -0.462
C -2.76795 1.02120 1.03464  -0.688
C 1.75395 1.48209 -0.03978  -0.215
C -1.43974 0.49666 0.51909  0.175
H 2.57830 -2.23014 -0.65984  0.229
H 1.68507 2.54154 0.31703  0.224
H -1.77905 1.54718 -2.35566  0.249
H -1.72851 -2.69554 0.73137  0.270
H -0.52115 -3.01197 -0.48647  0.259
H -3.06321 0.69479 2.04943  0.259
H -0.14723 -1.26002 1.97740  0.234
H 0.60271 -2.79532 1.36052  0.260
H 3.39026 1.95558 -1.25778  0.235
H -0.21574 2.27824 1.38084  0.254
H -1.08323 -0.12352 -2.89453  0.249
H -0.10172 0.96435 -2.07384  0.255
H -3.59861 0.45202 0.61778  0.231
H -2.91519 2.11631 0.80219  0.244
H -0.27046 0.78855 2.38534  0.238
H 4.00049 -0.55180 -1.48902  0.231

***

No. 6
The following is a quantum chemistry calculation of C23H33AsN2OOsS as an isolated structure, from the OMol25 dataset.

Results
**Orbital gap (spin up / spin down)**: 3.977 / 0.809 eV
**2S+1**: 5
**Energy above the lowest of the compared OMol25 structures with the same formula, charge and spin**: 169.2 kJ/mol
**DFT total energy**: -3803.92001 Ha
**Net charge**: +4
**E_LUMO (spin up / spin down)**: -13.90 / -17.05 eV
**Expectation value of S²**: 6.044

Last column: Mulliken spin population.
Element x y z (Å)
Os -0.02169 -0.23677 0.92350  2.486
As 1.45142 -2.08322 0.23360  0.070
S -1.06940 1.32964 -1.87520  0.029
O -0.12100 1.05824 -0.67127  0.134
N -0.65585 -1.19474 2.54634  0.254
N 1.01688 0.96359 2.65605  0.110
C -2.36454 2.38374 -1.23467  0.009
C -2.13747 -2.79580 3.53366  0.060
C -0.23690 2.54339 -2.89691  0.013
C -1.88098 -2.27649 4.79243  0.072
C -1.51088 -2.24156 2.44015  -0.043
C 1.52388 -4.87585 -0.40949  0.004
C 0.16067 0.43880 6.30154  0.248
C 1.45024 5.38159 -5.52605  0.000
C 0.46249 0.44234 3.90494  0.107
C -0.99848 -1.19252 4.95124  0.000
C 1.39107 4.23933 -3.27806  0.001
C 3.58238 -2.15426 -1.74287  0.002
C -0.78728 2.67697 -4.19118  0.002
C 0.58124 -3.82776 0.18546  -0.013
C 0.85767 3.30460 -2.43953  0.001
C 0.74017 0.97828 5.13659  -0.016
C -0.25839 3.61015 -5.03293  0.000
C 2.13031 -1.71290 -1.56596  0.014
C 0.86384 4.42303 -4.61278  0.001
C 2.56444 -2.66291 2.85930  0.011
C 2.95917 -2.24570 1.44610  0.011
C -0.39438 -0.65059 3.79842  0.168
C -0.69884 -0.62203 6.21194  0.270
H 2.30660 5.91813 -5.13077  0.000
H 2.01748 -0.64340 -1.74529  0.002
H 3.87954 -1.93598 -2.76856  0.002
H 1.75670 -4.67830 -1.45450  -0.001
H 2.21780 4.85929 -2.95332  0.000
H 3.59508 -2.99286 0.96951  0.001
H 0.30922 -4.06973 1.21277  0.003
H -2.36797 -2.69898 5.66475  0.004
H 1.25759 3.16369 -1.44425  -0.006
H -1.92410 3.23766 -0.72144  0.001
H 1.02332 -5.84312 -0.37027  0.001
H 0.67608 6.10048 -5.85920  0.000
H 3.49895 -1.29837 1.42326  -0.004
H 1.70521 4.89111 -6.48286  0.000
H -1.16205 -1.03591 7.09949  -0.012
H 1.92990 -1.92328 3.35147  0.006
H 4.26332 -1.61768 -1.08437  0.000
H 3.71422 -3.22348 -1.58944  -0.001
H 1.45146 -2.24111 -2.23653  0.004
H 2.45133 -4.97595 0.15375  0.000
H -2.81381 -3.62783 3.39404  0.001
H -0.32890 -3.72329 -0.40646  0.005
H 2.02815 0.83485 2.64370  -0.005
H -2.97414 2.70383 -2.08323  0.000
H 3.46564 -2.77085 3.46220  0.001
H -1.61179 2.05330 -4.52017  0.002
H -2.97229 1.76814 -0.57153  0.001
H 0.86546 1.97104 2.60671  0.000
H 1.41117 1.82717 5.21858  0.000
H 2.05390 -3.62602 2.87655  0.000
H -0.66405 3.74055 -6.02972  0.000
H -1.68409 -2.63459 1.44707  -0.008
H 0.39506 0.87299 7.26411  -0.002

***

Which of these has the lowest DFT total energy? C37H63BrF14INO14S8